Density functional theory data (ωB97M-V with the def2-TZVPD basis set) for a 9-piece molecular cluster, C32H87N9O14 overall.

Calculated values
- molar mass (u) = 822.1
- Kohn-Sham gap (eV) = 8.757
- total energy (eV) = -76666.4161
- relative energy (zero: lowest compared OMol25 entry of this formula, charge and spin) (kJ/mol) = 0.00
- HOMO (eV) = -8.3
- LUMO (eV) = 0.448
- charge = 0
- SMILES = COCCNCCOC.COCCNCCOC.COCCNCCOC.COCCNCCOC.COCCNCCOC.NC(N)=O.NC(N)=O.O.O

Last column: Mulliken charge in e.
CARTESIAN COORDINATES (ANGSTROEM)
N: -26.6534 -5.1291 26.6966  -0.17
H: -19.6669 -1.4159 25.0322  0.39
O: -22.9514 -5.3615 19.8885  -0.21
C: -24.1293 -1.2650 18.7746  0.57
C: -17.7523 -1.8168 21.0557  0.47
O: -22.2890 -0.8719 29.7892  -0.19
H: -31.4191 -7.3684 28.5049  0.25
H: -24.7463 -3.5231 27.4442  -0.04
O: -20.8425 -5.4461 25.2433  -0.49
C: -30.9594 -6.7157 27.7689  -0.73
O: -29.5874 -6.9541 27.7535  -0.31
C: -20.3591 -0.7293 24.5520  -0.17
O: -24.3679 -1.8764 19.8081  -0.62
H: -24.3214 1.8211 21.6854  0.48
C: -27.4360 -6.3563 26.9002  -0.50
C: -24.4821 -4.0804 26.5377  -0.09
H: -22.6462 -0.4736 17.5328  0.17
H: -21.5009 0.9105 30.5343  0.28
O: -27.6286 -1.7040 19.6449  0.04
H: -23.0681 -2.8695 20.9842  0.05
H: -25.2415 -5.3873 17.4259  0.44
H: -23.7533 -2.1179 24.1000  -0.33
H: -27.2176 -1.6379 22.2212  0.24
N: -19.1224 -1.7210 21.1943  0.00
H: -20.4469 -5.6588 27.6984  0.18
C: -23.9309 -2.2603 25.1645  -0.42
H: -22.8638 -5.2143 17.9321  0.38
H: -25.4202 -0.2743 23.5270  0.11
H: -25.4907 -0.8164 21.2869  -0.03
C: -27.9321 -7.5065 19.6390  -0.85
H: -22.9648 -2.4007 25.6785  0.34
H: -25.8691 -7.3555 18.2870  0.30
C: -21.9348 -6.2496 25.6664  1.03
H: -20.6417 -0.5965 30.9440  0.24
C: -26.9981 -6.3284 19.6890  -0.03
H: -19.1215 -5.7914 29.8362  0.36
C: -23.6272 0.7523 28.5776  -0.59
C: -21.8946 0.9086 25.2670  0.51
H: -21.0188 -4.9772 20.3949  0.38
C: -28.8898 -5.9886 26.9978  -0.52
O: -17.0696 -0.9703 20.4784  -0.70
H: -23.2325 -6.8493 18.4548  0.36
H: -22.7516 -1.8055 22.0392  -0.41
H: -21.6432 1.8878 27.1576  0.44
H: -29.3654 -5.8278 26.0157  0.32
H: -24.8509 -0.3208 17.0910  0.16
H: -16.1582 -2.8738 21.7601  0.21
H: -21.6826 1.3740 22.0244  0.39
H: -22.2025 -0.1531 31.7257  0.33
C: -21.6181 -0.1510 30.7944  -0.77
H: -22.0244 -3.8088 24.7704  0.22
C: -22.2150 0.5496 21.5295  -0.62
H: -21.5401 -4.8366 23.3449  -0.06
H: -26.7575 -6.0600 20.7186  0.18
H: -24.0845 -1.3042 29.0517  0.07
O: -20.6959 0.2246 25.5431  -0.49
H: -17.6734 -3.5587 22.2387  0.18
N: -26.0800 -0.0187 21.5174  -0.21
C: -22.4486 1.4406 26.5537  -1.26
C: -29.3754 -8.6471 18.2268  -0.77
H: -20.3938 -3.8423 24.0704  0.06
N: -17.1581 -2.8616 21.7363  -0.31
H: -23.8327 1.7687 23.3752  0.42
N: -21.0432 -6.4365 27.9359  0.05
C: -21.4410 -7.1764 26.7500  -1.12
H: -21.2252 -1.3265 24.2243  -0.29
H: -20.9844 -4.0327 21.5968  -0.01
H: -19.5329 -0.9985 20.6358  0.11
H: -24.8946 -5.9825 27.3588  0.53
H: -28.9049 -9.6517 18.1467  0.30
H: -25.2191 -4.6077 18.9676  0.23
H: -21.6909 1.6653 24.4969  0.50
C: -27.3914 -0.6455 21.7784  -0.57
H: -27.4307 -5.4964 19.1328  0.12
H: -21.3177 -7.9194 29.4221  0.37
H: -22.1137 -8.0000 26.9809  0.45
H: -31.4097 -6.8261 26.7728  0.30
H: -22.0917 -1.2211 18.9904  0.13
H: -22.6747 0.2409 24.8769  -0.47
C: -21.9845 -5.9782 31.3310  -0.67
H: -23.1758 2.2287 26.3269  0.42
H: -26.2345 1.2613 23.1949  0.58
C: -24.2216 1.1577 22.5548  -1.20
C: -24.9581 -5.5482 18.4773  -0.54
H: -20.5133 -7.6303 26.3376  0.39
H: -29.2888 -1.9793 18.4176  0.34
H: -29.2185 -1.1486 20.8149  0.37
H: -23.4911 -7.0867 20.9450  0.44
H: -27.1319 -6.7934 27.8516  0.28
H: -19.6518 -7.0465 30.9400  0.41
O: -23.2995 0.1051 22.3112  0.48
O: -20.8815 -5.4001 30.6984  -0.29
H: -22.5319 -5.2469 31.9171  0.23
O: -24.7903 -3.3573 25.3682  -0.27
O: -28.5492 -7.5407 18.3615  -0.29
C: -28.2146 -1.7282 18.3852  -1.26
N: -22.8477 -0.9508 18.3894  -0.36
O: -20.4076 -4.4342 20.9241  -0.65
H: -28.2151 -0.7319 17.8989  0.49
H: -27.2361 -7.0390 26.0628  0.24
C: -20.5688 -7.2258 29.0378  -0.71
H: -22.1963 -6.8818 24.8043  0.37
C: -23.4737 -5.7949 18.6314  -0.95
H: -29.9233 -8.5887 17.2854  0.26
H: -25.0186 -5.8867 25.5571  0.39
N: -25.7228 -6.6764 19.0211  -0.24
H: -19.6433 -2.5413 21.4630  0.09
H: -27.7360 -2.4439 17.7220  0.30
N: -25.1025 -0.8890 17.8785  -0.38
O: -22.4697 -2.6765 21.7266  0.90
C: -25.2309 -5.3811 26.5121  -1.00
H: -30.0439 -8.7893 19.0881  0.30
H: -24.6523 1.0987 28.4176  0.36
H: -21.6427 -6.7884 31.9933  0.33
H: -22.6717 -6.4173 30.5971  0.20
H: -22.7899 -5.6649 26.0217  -0.88
H: -22.5562 0.9643 20.5706  0.46
H: -19.9881 -0.2330 23.6498  0.30
H: -22.4485 -0.3983 27.3945  0.18
H: -29.0045 -5.0193 27.5095  0.39
H: -28.6570 -7.4449 20.4602  0.50
H: -28.2989 0.1920 20.0367  0.33
H: -21.5350 -0.2749 21.3395  -0.50
H: -22.9870 -5.7265 21.8819  -0.57
N: -23.1157 0.3584 27.2622  0.00
H: -23.4005 -4.2748 26.5517  0.24
H: -28.0081 -0.0959 22.4933  0.54
C: -23.5663 -5.9937 20.9969  0.27
H: -27.3665 -8.4412 19.7547  0.36
H: -24.6040 -5.6927 21.1283  -0.05
C: -20.0019 -6.3535 30.1516  -0.76
H: -24.2828 -1.3441 25.6578  0.30
H: -19.7054 -7.8398 28.7027  0.39
H: -31.1974 -5.6794 28.0698  0.30
H: -23.0254 1.5450 29.0456  0.28
H: -26.0848 -0.9557 18.0899  0.16
C: -28.2199 -0.7875 20.5287  -0.73
C: -23.6089 -0.4447 29.5261  -0.52
C: -21.2641 -4.4596 24.3342  0.17
H: -27.0324 -4.6018 25.9186  0.22
C: -25.5615 0.5128 22.7692  -0.43
H: -24.1574 -0.1434 30.4286  0.43